Entry 1:
22
Properties=species:S:1:pos:R:3:lowdin_charge:R:1 method="wB97M-V/def2-TZVPD" fmax_ev_per_a=3.83 homo_energy_ev="-7.45 / -7.45" charge=0 gap_ev="7.15 / 7.15"
C 0.562 -0.935 1.035 -0.10
C -0.658 -0.080 1.074 -0.25
C 2.051 0.455 -0.437 -0.38
C -0.884 0.535 -0.391 -0.36
C 1.286 1.490 -0.011 -0.66
C -2.293 1.025 -0.552 -0.04
O 4.347 -0.959 -0.307 -0.49
O -0.020 1.624 -0.489 0.01
O 0.608 -2.037 0.403 0.12
O -0.710 0.998 2.023 0.04
O 1.713 2.375 0.742 0.02
S 3.683 0.503 0.197 0.95
H 1.282 -0.789 1.749 0.12
H -1.434 -0.785 1.259 0.15
H 1.900 -0.045 -1.423 0.12
H -0.754 -0.192 -1.157 0.14
H -2.261 1.259 -1.612 0.07
H -2.408 1.995 0.022 0.11
H -3.174 0.210 -0.299 0.15
H 1.396 -2.584 0.669 0.18
H 0.141 1.419 1.954 0.07
H 5.186 -0.940 -0.797 0.04

=====

Entry 2:
88
Properties=species:S:1:pos:R:3:lowdin_charge:R:1 method="wB97M-V/def2-TZVPD" fmax_ev_per_a=1.77 homo_energy_ev=-9.41 charge=0 gap_ev=10.07 smiles="C#CCO[C@H](Cl)[C@H](CC(=O)N(C)C)O[C@@H](Cl)CCCCCCCCCC.C[Si](C)(C)O[Si](C)(C)C"
C -1.081 1.424 3.685 0.13
C -1.010 0.565 2.874 -0.11
C -0.782 -0.488 1.879 -0.23
O 0.048 -0.081 0.807 -0.15
C -0.339 1.071 0.129 -0.61
Cl -2.097 1.123 -0.271 0.73
C 0.587 1.231 -1.081 -0.32
C 0.175 2.366 -2.021 -0.08
C 0.137 3.669 -1.228 -0.46
O 1.024 3.969 -0.455 0.10
N -1.011 4.460 -1.428 -0.17
C -1.312 5.327 -0.295 -0.07
C -1.000 5.163 -2.706 -0.06
O 0.925 0.029 -1.751 -0.09
C -0.048 -0.884 -2.102 -0.67
Cl -1.151 -0.287 -3.424 0.65
C 0.660 -2.166 -2.569 -0.18
C 0.175 -3.400 -1.800 -0.18
C -1.331 -3.702 -2.005 -0.21
C -2.184 -3.513 -0.760 -0.20
C -3.692 -3.414 -1.092 -0.20
C -4.231 -2.012 -0.773 -0.22
C -5.729 -1.860 -1.094 -0.21
C -6.018 -0.866 -2.216 -0.23
C -7.528 -0.638 -2.375 -0.28
C -7.897 0.060 -3.677 -0.12
H -1.248 2.203 4.394 0.04
H -1.727 -0.909 1.529 0.09
H -0.247 -1.301 2.376 0.13
H -0.170 1.940 0.766 0.11
H 1.526 1.567 -0.638 0.14
H 0.957 2.477 -2.771 0.14
H -0.801 2.214 -2.464 0.07
H -0.810 6.297 -0.362 0.09
H -1.080 4.845 0.647 0.09
H -2.386 5.530 -0.305 0.09
H -0.465 6.113 -2.640 0.09
H -2.016 5.331 -3.063 0.09
H -0.516 4.535 -3.455 0.09
H -0.710 -1.128 -1.276 0.07
H 1.732 -2.058 -2.422 0.12
H 0.467 -2.312 -3.630 0.10
H 0.322 -3.184 -0.737 0.11
H 0.783 -4.264 -2.058 0.11
H -1.417 -4.737 -2.345 0.11
H -1.711 -3.093 -2.827 0.09
H -1.900 -2.596 -0.237 0.08
H -2.018 -4.327 -0.053 0.11
H -4.265 -4.138 -0.513 0.11
H -3.841 -3.598 -2.157 0.11
H -4.072 -1.829 0.291 0.10
H -3.649 -1.303 -1.364 0.08
H -6.148 -2.826 -1.383 0.11
H -6.263 -1.533 -0.199 0.11
H -5.655 -1.274 -3.164 0.12
H -5.514 0.084 -2.031 0.11
H -7.886 -0.087 -1.503 0.11
H -8.000 -1.623 -2.334 0.10
H -7.793 -0.623 -4.518 0.07
H -7.255 0.925 -3.845 0.07
H -8.927 0.413 -3.643 0.07
O 4.827 0.270 3.337 -0.27
Si 4.037 0.767 1.977 0.36
C 3.151 -0.672 1.180 -0.14
C 5.254 1.487 0.750 -0.16
C 2.781 2.074 2.416 -0.14
Si 6.003 -0.781 3.803 0.34
C 6.257 -0.661 5.647 -0.17
C 7.614 -0.376 2.942 -0.16
C 5.510 -2.535 3.373 -0.16
H 3.854 -1.420 0.805 0.03
H 2.551 -0.322 0.340 0.01
H 2.483 -1.159 1.893 0.04
H 5.845 2.283 1.208 0.04
H 4.723 1.907 -0.107 0.03
H 5.942 0.724 0.380 0.02
H 3.257 2.944 2.874 0.04
H 2.034 1.687 3.113 0.03
H 2.263 2.412 1.514 0.01
H 6.565 0.345 5.939 0.03
H 7.036 -1.360 5.959 0.03
H 5.342 -0.908 6.189 0.03
H 7.536 -0.533 1.864 0.02
H 8.417 -1.013 3.318 0.03
H 7.896 0.665 3.112 0.04
H 5.452 -2.675 2.292 0.02
H 4.536 -2.782 3.799 0.03
H 6.243 -3.243 3.766 0.03

=====

Entry 3:
57
Properties=species:S:1:pos:R:3:lowdin_charge:R:1 method="wB97M-V/def2-TZVPD" fmax_ev_per_a=0.19 homo_energy_ev=-10.10 charge=+1 gap_ev=6.88
Pd 0.965 -0.004 -0.793 0.27
N -2.068 -1.489 -0.470 0.18
C -1.243 -2.236 -1.231 -0.45
N -1.652 -3.436 -1.610 0.19
C -0.815 -4.093 -2.419 -0.42
N -1.119 -5.346 -2.751 0.19
N 0.314 -3.569 -2.954 0.19
C 0.639 -2.390 -2.492 -0.27
N -0.041 -1.710 -1.554 0.04
C 1.816 -1.690 -3.083 -0.19
C 2.571 -2.271 -4.083 0.01
C 3.607 -1.538 -4.642 -0.02
C 3.844 -0.254 -4.185 -0.02
C 3.047 0.253 -3.169 -0.13
N 2.056 -0.449 -2.628 0.00
H -3.009 -1.830 -0.360 0.12
H -1.917 -0.492 -0.460 0.08
H -1.965 -5.761 -2.404 0.12
H -0.527 -5.846 -3.389 0.12
H 2.334 -3.273 -4.409 0.12
H 4.215 -1.965 -5.428 0.12
H 4.635 0.355 -4.598 0.12
H 3.192 1.249 -2.769 0.05
Te 1.941 2.315 -0.238 0.94
C 0.057 3.251 -0.435 -0.66
C -0.854 2.833 -1.404 -0.18
C -2.113 3.413 -1.477 -0.09
C -2.465 4.431 -0.600 -0.08
C -1.549 4.873 0.343 -0.08
C -0.296 4.281 0.431 -0.17
H -0.575 2.060 -2.111 0.08
H -2.814 3.081 -2.232 0.11
H -3.443 4.890 -0.664 0.11
H -1.812 5.678 1.018 0.11
H 0.409 4.620 1.181 0.09
C -1.388 2.257 3.115 -0.16
C -1.528 1.243 1.983 -0.39
Sb 0.254 0.128 1.616 1.34
C -0.150 -1.880 2.262 -0.41
C -1.340 -2.003 3.204 -0.17
C 1.644 0.756 3.107 -0.44
C 1.430 0.161 4.492 -0.17
H -2.283 2.876 3.182 0.08
H -0.548 2.931 2.945 0.05
H -1.247 1.766 4.077 0.06
H -1.772 1.735 1.040 0.03
H -2.317 0.521 2.200 0.05
H 0.770 -2.222 2.739 0.05
H -0.289 -2.481 1.366 0.02
H -1.243 -1.354 4.077 0.06
H -1.436 -3.027 3.568 0.08
H -2.275 -1.748 2.704 0.06
H 1.580 1.844 3.120 0.03
H 2.623 0.510 2.694 0.05
H 0.462 0.444 4.907 0.06
H 2.196 0.528 5.176 0.08
H 1.492 -0.927 4.493 0.06

=====

Entry 4:
22
Properties=species:S:1:pos:R:3:lowdin_charge:R:1 method="wB97M-V/def2-TZVPD" fmax_ev_per_a=3.46 homo_energy_ev=-8.93 charge=0 gap_ev=10.07 smiles=CCCCCCN
C -2.103 -1.554 1.607 -0.11
C -1.980 -0.885 0.230 -0.28
C -1.373 0.515 0.246 -0.23
C 0.068 0.740 0.720 -0.22
C 1.178 -0.078 0.069 -0.22
C 1.542 0.153 -1.404 -0.25
N 2.591 1.246 -1.453 -0.05
H -2.586 -0.857 2.293 0.07
H -1.192 -1.947 2.027 0.06
H -2.876 -2.316 1.410 0.07
H -2.924 -0.742 -0.261 0.10
H -1.452 -1.623 -0.364 0.09
H -2.075 1.088 0.847 0.10
H -1.496 0.932 -0.776 0.11
H 0.342 1.843 0.653 0.13
H 0.088 0.445 1.789 0.11
H 0.739 -1.100 0.021 0.10
H 2.097 0.071 0.682 0.12
H 2.053 -0.763 -1.800 0.11
H 0.856 0.510 -2.153 0.10
H 3.224 1.354 -0.672 0.04
H 3.198 1.074 -2.249 0.05

=====

| no. | calculated total energy (Ha) |
| --- | --- |
| 1 | -1008.861307 |
| 2 | -2877.645245 |
| 3 | -1743.487683 |
| 4 | -292.325815 |